1.
{
  "formula": "C6H14N2O2",
  "method": "the ωB97M-V functional and the def2-TZVPD basis",
  "smiles": "CNC(C)=O.CNC(C)=O",
  "relative_energy_ev": 3.548,
  "e_lumo_ev": 0.5,
  "orbital_gap_ev": 9.0,
  "charge": 0,
  "e_homo_ha": -0.3137,
  "elements": ["C", "N", "C", "C", "O", "H", "H", "H", "H", "H", "H", "H", "C", "N", "C", "C", "O", "H", "H", "H", "H", "H", "H", "H"],
  "xyz": [[1.7544, 2.3399, 1.5546], [2.4789, 1.1465, 1.2720], [1.7531, -0.0115, 0.7658], [2.5623, -1.1757, 1.0574], [0.6574, 0.2513, 0.2296], [0.6304, 2.1543, 1.3377], [1.9728, 2.6431, 2.5537], [1.9507, 3.2423, 0.9843], [3.4442, 1.1253, 1.6407], [3.5333, -1.0258, 1.7860], [1.9860, -1.9217, 1.7285], [2.9154, -1.7199, -0.0174], [-2.8738, 1.1331, -1.5205], [-1.9145, 0.1262, -1.0978], [-2.4581, -1.2559, -1.2295], [-1.3484, -2.3276, -1.0450], [-3.6643, -1.3692, -1.2531], [-2.6628, 1.4783, -2.5503], [-3.7379, 0.6438, -1.3936], [-2.6258, 2.0845, -0.9778], [-0.9495, 0.1984, -0.9290], [-0.4216, -1.7878, -1.5537], [-1.1324, -2.6574, -0.0020], [-1.8496, -3.3145, -1.3406]],
  "atomic_forces_ev_per_a": [[-2.392, 0.541, -0.761], [-0.389, -1.335, -0.714], [0.205, 5.880, 0.511], [2.397, -4.745, -0.008], [2.316, -2.206, 1.036], [1.888, 0.171, 0.854], [-0.358, 0.071, 1.038], [0.568, -0.126, -0.755], [-1.228, -0.598, -0.436], [-2.374, 0.187, -2.336], [0.542, 0.908, -1.601], [-1.020, 1.256, 3.171], [5.530, 2.958, -0.292], [-2.701, -4.038, -1.203], [1.634, 3.444, 2.706], [-0.616, 0.071, -0.667], [0.533, -1.266, -0.726], [-0.503, -0.611, -0.042], [-3.716, -0.633, 0.422], [-1.059, -0.897, 0.207], [1.106, 0.608, 0.002], [-1.664, -2.273, 0.849], [-0.060, 1.331, -0.333], [1.360, 1.304, -0.921]],
  "nbo_charge": [-0.434, -0.639, 0.669, -0.727, -0.635, 0.239, 0.191, 0.191, 0.394, 0.241, 0.262, 0.257, -0.410, -0.665, 0.687, -0.749, -0.615, 0.172, 0.232, 0.189, 0.415, 0.243, 0.245, 0.247]
}

---

2.
{
  "formula": "C6H14N2O2",
  "method": "the ωB97M-V functional and the def2-TZVPD basis",
  "smiles": "CNC(C)=O.CNC(C)=O",
  "relative_energy_ev": 0.985,
  "e_lumo_ev": 0.6,
  "orbital_gap_ev": 10.3,
  "charge": 0,
  "e_homo_ha": -0.3555,
  "elements": ["C", "N", "C", "C", "O", "H", "H", "H", "H", "H", "H", "H", "C", "N", "C", "C", "O", "H", "H", "H", "H", "H", "H", "H"],
  "xyz": [[0.1792, 0.9220, -2.5817], [-0.4986, -0.2360, -2.0282], [0.1849, -1.4052, -1.9167], [-0.6163, -2.5499, -1.3423], [1.3635, -1.5282, -2.1968], [0.1063, 1.8046, -1.9510], [1.1739, 0.5379, -2.7736], [-0.2743, 1.3091, -3.5053], [-1.4731, -0.2747, -1.7680], [-1.2168, -2.1863, -0.4996], [-1.3507, -3.1584, -1.8645], [0.0679, -3.1929, -0.7749], [-0.3363, 2.5314, 0.9526], [0.1066, 1.1691, 1.1878], [-0.0752, 0.6349, 2.4168], [0.6048, -0.6761, 2.7212], [-0.8723, 1.0838, 3.2262], [-1.2518, 2.7260, 1.4995], [0.4544, 3.2147, 1.2523], [-0.5697, 2.6955, -0.0922], [0.6572, 0.6834, 0.4940], [1.1014, -1.1682, 1.8859], [1.4030, -0.5745, 3.4651], [-0.1529, -1.3053, 3.1749]],
  "atomic_forces_ev_per_a": [[-0.929, 0.240, -0.461], [-0.059, -0.048, -0.050], [-0.279, -0.635, -0.313], [-0.186, -0.319, 2.293], [-0.043, 0.100, 0.006], [0.528, -0.210, 0.560], [0.315, 0.615, 0.010], [0.055, -0.656, -0.124], [0.183, 0.401, -0.157], [-0.144, 0.474, -0.102], [0.486, 0.218, -0.916], [0.090, -0.169, -0.730], [0.052, -0.148, -0.298], [0.015, 0.295, -0.125], [-0.731, -0.975, 0.266], [0.638, -0.203, 0.149], [0.456, 0.501, -0.034], [0.087, -0.029, 0.291], [-0.126, 0.325, 0.061], [0.129, -0.083, -0.247], [0.043, 0.182, 0.262], [-0.306, -0.004, -0.280], [-0.263, 0.380, 0.034], [-0.008, -0.250, -0.094]],
  "nbo_charge": [-0.436, -0.619, 0.668, -0.735, -0.624, 0.189, 0.253, 0.197, 0.400, 0.217, 0.246, 0.243, -0.417, -0.621, 0.667, -0.712, -0.633, 0.235, 0.195, 0.191, 0.404, 0.210, 0.239, 0.241]
}

---

3.
{
  "formula": "C6H14N2O2",
  "method": "the ωB97M-V functional and the def2-TZVPD basis",
  "smiles": "CNC(C)=O.CNC(C)=O",
  "relative_energy_ev": 2.241,
  "e_lumo_ev": 0.6,
  "orbital_gap_ev": 10.0,
  "charge": 0,
  "e_homo_ha": -0.3424,
  "elements": ["C", "N", "C", "C", "O", "H", "H", "H", "H", "H", "H", "H", "C", "N", "C", "C", "O", "H", "H", "H", "H", "H", "H", "H"],
  "xyz": [[-0.0706, -2.8767, 3.1096], [-0.6712, -2.3203, 1.8598], [-1.9673, -2.5799, 1.6532], [-2.4855, -2.2783, 0.2719], [-2.6417, -3.2835, 2.4324], [-1.0276, -3.0341, 3.7665], [0.5521, -3.7366, 3.0048], [0.5578, -1.9743, 3.3580], [-0.1616, -1.9088, 1.0660], [-2.8144, -3.3180, -0.0596], [-1.6188, -1.9456, -0.3784], [-3.2071, -1.4647, 0.1991], [2.9064, 2.8046, -2.6909], [1.7537, 3.1570, -1.7594], [0.9275, 2.0450, -1.3666], [-0.2791, 2.4165, -0.6492], [1.1139, 0.8572, -1.6630], [3.1039, 1.7279, -2.7371], [2.4694, 2.9039, -3.7591], [3.7441, 3.3841, -2.4647], [1.4223, 4.0572, -1.8081], [-0.2255, 3.3937, -0.3291], [-0.2191, 1.7165, 0.2785], [-1.1617, 2.2571, -1.3346]],
  "atomic_forces_ev_per_a": [[-1.469, 3.349, 0.082], [0.415, -0.617, -0.078], [-1.297, -2.088, 0.202], [1.278, -0.517, -1.106], [0.589, 1.456, -0.688], [2.314, 0.193, -0.884], [0.104, -0.737, -0.342], [-0.377, -1.317, 0.952], [-0.088, -0.425, 1.112], [-0.087, 1.745, 0.012], [-0.963, -0.474, 0.497], [-0.394, -0.534, 0.204], [-3.915, -0.699, -1.760], [1.896, -6.039, -0.308], [1.422, 0.196, -2.252], [-1.126, -2.695, 1.147], [0.697, 2.045, 0.329], [0.009, 0.285, 1.025], [1.170, 0.600, 1.388], [1.272, 0.867, 0.033], [-1.107, 2.066, 0.087], [-0.224, 2.243, 0.799], [-0.912, 1.180, -1.558], [0.793, -0.082, 1.108]],
  "nbo_charge": [-0.438, -0.614, 0.653, -0.700, -0.658, 0.264, 0.200, 0.197, 0.405, 0.251, 0.201, 0.238, -0.432, -0.638, 0.677, -0.703, -0.626, 0.242, 0.191, 0.203, 0.387, 0.208, 0.244, 0.247]
}